No. 1
Formula: C17H12N2O2STa
Source: the Open Molecules 2025 dataset
Level of theory: ωB97M-V/def2-TZVPD

Geometry (Å):
Ta1 -0.35 -0.18 -0.26
C1 -3.77 2.03 1.44
C2 -3.84 1.43 2.69
C3 -2.98 0.39 3.02
C4 -2.04 -0.04 2.10
N1 -1.96 0.58 0.88
C5 -2.82 1.58 0.56
C6 -1.12 -1.18 2.37
C7 -1.15 -1.90 3.54
C8 -0.29 -2.99 3.71
C9 0.59 -3.34 2.69
C10 0.60 -2.58 1.54
N2 -0.23 -1.52 1.38
H1 -4.43 2.83 1.15
H2 -4.58 1.77 3.41
H3 -3.06 -0.07 3.99
H4 -2.71 2.01 -0.43
H5 -1.84 -1.66 4.33
H6 -0.32 -3.56 4.62
H7 1.26 -4.18 2.78
H8 1.27 -2.81 0.72
O1 -0.64 0.63 -4.27
C11 0.43 0.87 -4.00
O2 -0.79 -0.90 -1.73
C12 1.75 1.18 -3.70
C13 2.56 1.37 -4.83
C14 3.88 1.76 -4.67
C15 4.36 1.99 -3.39
C16 3.55 1.81 -2.26
C17 2.24 1.38 -2.39
S1 1.41 1.23 -0.81
H9 2.15 1.21 -5.83
H10 4.50 1.91 -5.54
H11 5.38 2.32 -3.25
H12 3.97 2.00 -1.28

Computed properties:
2S+1 = 1
HOMO level = -19.06 eV
F_max = 0.89 eV Å⁻¹
charge = +3
LUMO energy = -11.660 eV
Kohn-Sham gap = 7.4 eV



No. 2
Formula: C17H12NO5RhS
Source: the Open Molecules 2025 dataset
Level of theory: ωB97M-V/def2-TZVPD

Geometry (Å):
Rh1 0.10 2.28 -0.69
O1 1.07 4.23 -4.22
C1 0.69 3.86 -3.03
O2 0.25 2.74 -2.78
C2 0.77 4.86 -1.94
C3 0.84 6.24 -2.07
C4 0.74 7.01 -0.91
C5 0.51 6.39 0.31
C6 0.46 5.01 0.36
N1 0.65 4.27 -0.75
C7 0.06 4.14 1.50
O3 0.09 4.51 2.74
O4 -0.35 3.00 1.23
H1 0.96 3.53 -4.87
H2 0.93 6.69 -3.04
H3 0.79 8.09 -0.97
H4 0.35 6.99 1.20
H5 0.47 5.39 2.90
C8 -2.25 -8.24 1.12
C9 -1.23 -7.35 0.54
O5 -0.80 -7.25 -0.55
S1 -0.43 -6.27 1.96
C10 -0.08 -4.73 1.27
C11 0.28 -3.73 2.22
C12 0.48 -2.44 1.81
C13 0.36 -2.11 0.43
C14 0.11 -3.13 -0.51
C15 -0.12 -4.42 -0.11
C16 0.46 -0.77 0.02
C17 0.50 0.40 -0.35
H6 -2.92 -8.58 0.33
H7 -2.81 -7.76 1.93
H8 -1.76 -9.12 1.55
H9 0.37 -3.99 3.26
H10 0.72 -1.67 2.52
H11 0.10 -2.88 -1.57
H12 -0.32 -5.18 -0.84

Computed properties:
2S+1 = 5
HOMO level (spin up / spin down) = -13.85 / -14.51 eV
F_max = 2.23 eV Å⁻¹
charge = +2
LUMO energy (spin up / spin down) = -6.996 / -8.562 eV
Kohn-Sham gap (spin up / spin down) = 6.9 / 5.9 eV



No. 3
Formula: C17H13BrCl48FNO3SSi
Source: the Open Molecules 2025 dataset
Level of theory: ωB97M-V/def2-TZVPD

Geometry (Å):
C1 -2.50 3.35 -0.02
Si1 -0.72 3.79 -0.63
C2 -0.59 5.71 -0.74
C3 -0.60 3.12 -2.47
O1 0.58 3.00 0.25
C4 0.20 2.62 1.61
C5 -0.48 1.13 1.75
N1 0.45 -0.03 1.50
Br1 0.70 -0.32 -0.37
S1 -0.50 -1.45 1.99
O2 0.23 -2.80 1.64
O3 -0.75 -1.49 3.53
F1 -2.00 -1.49 1.10
H1 -2.56 3.64 1.12
H2 -3.24 4.06 -0.62
H3 -2.75 2.20 -0.21
H4 0.00 5.95 -1.75
H5 -0.13 6.24 0.19
H6 -1.71 6.11 -0.83
H7 -1.68 2.89 -2.87
H8 -0.08 3.89 -3.19
H9 0.01 2.13 -2.52
H10 -0.48 3.47 2.06
H11 1.18 2.60 2.29
H12 -1.48 1.01 1.12
H13 -0.83 1.04 2.89
C6 2.93 -5.26 2.48
Cl1 2.61 -5.51 0.74
Cl2 4.02 -6.53 3.07
Cl3 3.68 -3.67 2.72
Cl4 1.39 -5.33 3.38
C7 2.91 -9.73 0.54
Cl5 4.54 -9.01 0.53
Cl6 2.23 -9.71 -1.10
Cl7 3.01 -11.41 1.13
Cl8 1.85 -8.79 1.63
C8 -1.21 -8.57 4.64
Cl9 -0.49 -10.15 5.05
Cl10 -2.57 -8.81 3.53
Cl11 -1.78 -7.78 6.13
Cl12 0.03 -7.55 3.86
C9 -1.55 -7.12 -0.51
Cl13 -2.57 -6.69 -1.91
Cl14 -0.14 -8.06 -1.07
Cl15 -0.99 -5.64 0.30
Cl16 -2.50 -8.11 0.63
C10 2.22 -5.07 7.34
Cl17 1.06 -6.16 6.55
Cl18 2.70 -3.78 6.20
Cl19 1.47 -4.34 8.78
Cl20 3.67 -5.99 7.83
C11 3.50 3.30 -3.79
Cl21 4.28 1.80 -4.36
Cl22 2.41 3.93 -5.06
Cl23 2.57 2.97 -2.31
Cl24 4.76 4.52 -3.44
C12 -5.62 2.66 -2.14
Cl25 -4.91 1.08 -1.73
Cl26 -6.99 2.43 -3.25
Cl27 -6.20 3.46 -0.65
Cl28 -4.39 3.69 -2.92
C13 -8.74 5.83 -4.30
Cl29 -7.61 6.51 -5.51
Cl30 -10.07 6.98 -4.03
Cl31 -9.40 4.29 -4.91
Cl32 -7.87 5.54 -2.77
C14 -5.52 8.78 -8.26
Cl33 -4.39 9.45 -9.46
Cl34 -6.85 9.93 -7.98
Cl35 -6.18 7.24 -8.86
Cl36 -4.65 8.49 -6.73
C15 3.81 -0.30 8.77
Cl37 2.75 1.09 8.42
Cl38 2.82 -1.76 8.97
Cl39 4.95 -0.53 7.42
Cl40 4.72 0.02 10.27
C16 6.78 -5.00 -0.85
Cl41 5.70 -4.65 0.53
Cl42 8.42 -4.41 -0.48
Cl43 6.83 -6.76 -1.12
Cl44 6.16 -4.19 -2.31
C17 4.44 8.40 -5.28
Cl45 3.38 9.78 -5.63
Cl46 3.44 6.93 -5.08
Cl47 5.58 8.16 -6.63
Cl48 5.35 8.71 -3.78

Computed properties:
2S+1 = 1
HOMO level = -10.49 eV
F_max = 8.71 eV Å⁻¹
LUMO energy = -1.346 eV
Kohn-Sham gap = 9.1 eV



No. 4
Formula: C17H13F3N4O3S2
Source: the Open Molecules 2025 dataset
Level of theory: ωB97M-V/def2-TZVPD

Geometry (Å):
O1 2.01 0.67 1.78
C1 2.46 -0.25 1.15
N1 2.22 -0.50 -0.17
C2 1.48 0.24 -1.07
C3 0.98 1.51 -0.77
C4 0.32 2.22 -1.75
C5 0.14 1.71 -3.03
C6 0.61 0.44 -3.31
C7 1.28 -0.29 -2.35
H1 1.65 -1.28 -2.57
H2 0.47 0.02 -4.29
H3 -0.38 2.29 -3.78
C8 -0.17 3.61 -1.43
F1 0.82 4.52 -1.53
F2 -0.65 3.71 -0.18
F3 -1.14 4.03 -2.25
H4 1.12 1.92 0.21
H5 2.58 -1.38 -0.53
C9 3.46 -1.21 1.79
H6 3.32 -1.19 2.87
H7 4.47 -0.88 1.55
S1 3.38 -2.94 1.20
C10 1.73 -3.27 1.60
N2 1.06 -4.35 1.38
N3 -0.19 -4.12 1.83
C11 -0.21 -2.92 2.29
O2 1.00 -2.32 2.22
C12 -1.36 -2.22 2.92
N4 -1.79 -1.08 2.13
C13 -1.47 -0.88 0.83
O3 -0.69 -1.59 0.21
C14 -2.15 0.26 0.19
C15 -2.27 0.45 -1.16
C16 -3.00 1.61 -1.48
C17 -3.42 2.29 -0.38
S2 -2.94 1.53 1.07
H8 -3.98 3.20 -0.34
H9 -3.20 1.93 -2.49
H10 -1.85 -0.23 -1.87
H11 -2.45 -0.46 2.57
H12 -1.06 -1.86 3.91
H13 -2.17 -2.95 3.02

Computed properties:
SMILES = O=C(CSc1nnc(CNC(=O)c2cccs2)o1)Nc1cccc(C(F)(F)F)c1
2S+1 = 1
HOMO level = -8.87 eV
F_max = 1.70 eV Å⁻¹
LUMO energy = 0.331 eV
Kohn-Sham gap = 9.2 eV



No. 5
Formula: C17H13N6O3ReS6
Source: the Open Molecules 2025 dataset
Level of theory: ωB97M-V/def2-TZVPD

Geometry (Å):
Re1 0.33 -0.19 0.70
O1 2.68 5.72 -1.87
C1 2.30 4.68 -1.42
S1 1.74 4.50 0.27
C2 1.39 2.80 0.14
C3 1.62 2.19 -1.03
S2 1.34 0.49 -1.25
S3 2.27 3.15 -2.34
S4 0.79 1.93 1.52
N1 -6.23 -4.66 -0.72
C4 -5.50 -3.53 -0.48
C5 -5.69 -2.79 0.69
C6 -4.93 -1.67 0.95
C7 -3.97 -1.27 0.03
C8 -3.76 -1.99 -1.14
C9 -4.52 -3.11 -1.40
S5 -3.01 0.15 0.34
O2 -3.69 0.99 1.27
O3 -2.46 0.65 -0.88
N2 -1.64 -0.45 1.12
C10 -1.53 -0.85 2.41
N3 -0.20 -0.88 2.70
C11 0.19 -1.25 3.91
C12 -0.76 -1.60 4.85
C13 -2.10 -1.55 4.46
N4 -2.50 -1.19 3.25
H1 -7.07 -4.80 -0.19
H2 -6.26 -5.02 -1.66
H3 -6.45 -3.10 1.40
H4 -5.09 -1.09 1.84
H5 -3.03 -1.65 -1.86
H6 -4.37 -3.67 -2.31
H7 1.25 -1.24 4.12
H8 -0.48 -1.90 5.85
H9 -2.88 -1.82 5.16
S6 0.49 -2.53 -0.15
C14 2.14 -2.66 0.24
N5 2.87 -3.69 -0.26
C15 4.19 -3.82 -0.03
C16 4.82 -2.90 0.75
C17 4.02 -1.86 1.26
N6 2.73 -1.76 1.03
H10 2.39 -4.36 -0.86
H11 4.68 -4.67 -0.48
H12 5.88 -2.96 0.95
H13 4.46 -1.10 1.89

Computed properties:
2S+1 = 4
HOMO level (spin up / spin down) = -10.29 / -10.35 eV
F_max = 0.30 eV Å⁻¹
charge = +1
LUMO energy (spin up / spin down) = -4.365 / -4.760 eV
Kohn-Sham gap (spin up / spin down) = 5.9 / 5.6 eV



No. 6
Formula: C17H14BaBrNO3S
Source: the Open Molecules 2025 dataset
Level of theory: ωB97M-V/def2-TZVPD

Geometry (Å):
C1 1.99 -0.11 -3.72
C2 1.71 1.15 -3.17
C3 2.16 1.13 -1.83
H1 1.21 1.96 -3.65
C4 2.73 -0.13 -1.57
C5 2.59 -0.91 -2.72
H2 2.90 -1.94 -2.82
H3 1.76 -0.42 -4.73
H4 2.04 1.93 -1.11
H5 3.13 -0.45 -0.63
Ba1 0.45 -0.39 -2.04
Br1 -0.86 1.73 -1.45
C6 -1.46 -1.64 -1.72
C7 -0.39 -2.52 -2.05
C8 0.01 -2.22 -3.36
H6 0.05 -3.24 -1.39
C9 -0.79 -1.15 -3.84
C10 -1.72 -0.82 -2.83
H7 -2.45 -0.04 -2.88
H8 -1.95 -1.58 -0.77
H9 0.80 -2.70 -3.90
H10 -0.72 -0.67 -4.80
O1 -2.22 -2.33 3.42
S1 -2.37 -0.84 3.08
O2 -3.74 -0.59 2.42
N1 -1.41 -0.83 1.61
C11 -0.44 0.01 1.68
O3 0.41 0.23 0.65
C12 -0.36 0.79 2.92
C13 0.55 1.79 3.24
C14 0.43 2.45 4.47
C15 -0.61 2.09 5.36
C16 -1.52 1.08 5.02
C17 -1.37 0.45 3.79
H11 1.34 2.07 2.55
H12 1.13 3.23 4.74
H13 -0.70 2.61 6.31
H14 -2.32 0.81 5.70

Computed properties:
2S+1 = 1
HOMO level = -0.19 eV
F_max = 13.97 eV Å⁻¹
charge = -2
LUMO energy = 4.384 eV
Kohn-Sham gap = 4.6 eV



No. 7
Formula: C17H14BaClNO4
Source: the Open Molecules 2025 dataset
Level of theory: ωB97M-V/def2-TZVPD

Geometry (Å):
C1 1.36 -2.12 -0.17
C2 1.43 -2.19 -1.59
C3 0.09 -2.26 -2.10
H1 2.35 -2.24 -2.17
C4 -0.80 -2.24 -0.98
C5 -0.02 -2.18 0.20
H2 -0.40 -2.18 1.23
H3 2.20 -2.05 0.52
H4 -0.19 -2.37 -3.15
H5 -1.90 -2.30 -1.02
Ba1 0.04 0.73 -1.08
Cl1 2.17 1.66 0.40
C6 0.60 2.76 -5.52
C7 -0.63 2.11 -5.87
C8 -0.32 0.88 -6.53
H6 -1.63 2.50 -5.68
C9 1.11 0.76 -6.59
C10 1.68 1.92 -5.97
H7 2.74 2.13 -5.87
H8 0.71 3.72 -5.03
H9 -1.04 0.17 -6.93
H10 1.66 -0.06 -7.05
O1 -3.27 1.03 1.93
C11 -2.10 0.63 1.92
O2 -1.35 0.42 0.88
C12 -1.38 0.37 3.20
C13 -0.06 -0.17 3.25
C14 0.58 -0.43 4.46
C15 -0.06 -0.07 5.66
C16 -1.34 0.51 5.65
C17 -1.97 0.71 4.42
N1 0.62 -0.25 6.90
O3 1.77 -0.73 6.93
O4 0.04 0.10 7.95
H11 0.51 -0.38 2.34
H12 1.58 -0.87 4.49
H13 -1.81 0.80 6.58
H14 -2.98 1.16 4.40

Computed properties:
2S+1 = 1
HOMO level = -1.23 eV
F_max = 2.83 eV Å⁻¹
charge = -2
LUMO energy = 3.043 eV
Kohn-Sham gap = 4.3 eV



No. 8
Formula: C17H14Cl2KN4O2S
Source: the Open Molecules 2025 dataset
Level of theory: ωB97M-V/def2-TZVPD

Geometry (Å):
K1 -1.71 -0.71 -0.44
Cl1 1.16 -5.04 -1.58
C1 2.19 -3.71 -1.11
C2 3.57 -3.86 -1.20
C3 4.42 -2.85 -0.85
Cl2 6.16 -3.11 -0.99
C4 3.92 -1.63 -0.38
C5 4.73 -0.54 0.03
C6 4.15 0.60 0.51
C7 2.74 0.66 0.57
N1 1.96 -0.31 0.18
C8 2.52 -1.46 -0.29
C9 1.57 -2.51 -0.67
O1 0.33 -2.34 -0.59
H1 3.96 -4.81 -1.56
H2 5.81 -0.63 -0.03
H3 4.75 1.44 0.85
H4 2.25 1.54 0.97
O2 -4.04 0.57 0.06
N2 -4.96 -0.06 0.74
C10 -5.52 0.59 1.79
C11 -6.50 0.05 2.56
C12 -6.95 -1.24 2.25
C13 -6.38 -1.90 1.19
C14 -5.35 -1.34 0.39
S1 -4.63 -2.18 -0.90
H5 -5.10 1.58 1.94
H6 -6.91 0.62 3.39
H7 -7.73 -1.71 2.83
H8 -6.69 -2.90 0.92
C15 1.95 2.90 -2.09
N3 1.08 3.46 -1.06
C16 1.73 4.31 -0.07
C17 0.10 2.66 -0.62
N4 -0.75 1.97 -0.24
H9 2.45 3.71 -2.60
H10 1.35 2.34 -2.80
H11 2.70 2.22 -1.66
H12 2.19 5.15 -0.59
H13 2.49 3.77 0.49
H14 0.98 4.70 0.62

Computed properties:
2S+1 = 1
HOMO level = -4.06 eV
F_max = 0.22 eV Å⁻¹
charge = -1
LUMO energy = 2.220 eV
Kohn-Sham gap = 6.3 eV



Look up the F_max of the fourth one. 1.70 eV Å⁻¹



Number 3 is which compound? C17H13BrCl48FNO3SSi



Which formula does entry 6 have? C17H14BaBrNO3S